[1]
The following is a DFT calculation (ωB97M-V/def2-TZVPD) of a 3-piece molecular cluster, C28H53BrClF17N7O6P3 overall at a distorted geometry.

Atoms and positions in Å:
F 2.291 -0.313 -4.984
N -6.075 0.594 4.166
C 0.758 3.581 -2.278
C -2.145 2.120 -2.825
C 1.787 -2.387 -0.788
C 3.351 -0.841 -5.606
H 0.803 2.560 -1.898
H -5.075 3.334 4.756
P -4.319 0.702 4.184
H 1.931 -2.529 0.289
H 2.973 4.911 -0.310
H -3.220 -2.649 -2.210
H -3.448 0.216 6.997
O 1.359 4.504 -1.447
N -0.330 -4.382 0.749
H -3.128 -1.256 2.583
P -0.702 -3.105 -0.399
H 0.096 -4.114 -3.102
F 3.936 0.843 -3.109
H -6.129 0.492 2.057
F 5.762 2.654 -2.457
C 3.372 3.083 -1.231
C 4.595 2.851 -0.343
H -4.306 3.601 6.315
H -6.561 0.729 6.218
H 2.900 2.142 -1.487
H 1.784 -4.735 0.886
H -2.263 1.404 6.418
H -1.114 2.628 -0.953
F 4.654 -0.033 -0.698
C -1.917 -5.069 -1.967
H 0.461 -2.378 -3.205
H -1.077 -5.725 -1.734
Cl 1.549 3.570 -3.911
H 0.295 -3.276 2.477
F 3.337 -2.185 -5.541
N -4.154 -0.982 4.407
F 3.825 -1.312 -2.972
H 3.632 3.569 -2.168
H -4.097 -3.898 -1.297
C 0.755 -3.329 -2.739
C 5.923 -0.022 -1.149
F 6.772 3.602 -0.793
N -2.024 -3.970 -1.034
C -0.498 -3.959 2.150
H 1.521 -1.332 -0.955
F 6.878 0.326 -3.368
H -1.117 0.552 -1.720
H -0.057 4.408 0.862
C 0.842 -5.235 0.629
H 4.368 2.050 0.351
C -3.315 1.251 6.694
C -4.335 -1.672 5.663
N 0.835 4.536 1.331
C -3.249 -3.211 -1.268
F 6.348 -1.681 -2.768
H -2.064 2.500 -3.840
F 7.918 1.288 -1.012
C 6.622 1.291 -0.692
H -1.820 -4.721 -3.003
F 5.654 -1.226 -5.349
C -6.661 0.986 2.874
H -0.988 0.377 -3.513
O -0.550 3.950 -2.497
H 2.633 3.540 1.496
H -4.569 -2.725 5.482
C -6.906 1.088 5.254
C 1.787 3.559 0.799
H 1.756 -3.594 -3.090
H -6.976 2.182 5.297
H -3.685 1.842 -1.650
H -0.503 -4.823 2.815
O -3.027 1.014 3.501
H -3.431 -1.638 6.285
H -3.377 -2.714 3.529
C -3.140 -1.649 3.595
H -3.307 3.363 4.862
H 0.938 -5.649 -0.370
C 4.695 -0.373 -4.959
H -2.310 3.778 -1.515
H -2.129 -1.539 4.011
H 4.751 3.733 0.278
H -2.813 -5.694 -1.913
C 5.970 -0.390 -2.682
O 2.277 0.841 0.548
F 4.286 -0.900 -7.794
C 4.596 -0.287 -3.408
H 1.167 5.457 1.069
H -5.173 -1.270 6.235
N 0.762 -3.277 -1.287
F 6.573 1.272 0.667
H -7.912 0.690 5.099
F 2.147 -1.044 -7.587
F 3.098 0.841 -7.266
H -7.705 0.677 2.816
F 6.557 -1.019 -0.499
H 0.706 -6.073 1.317
N -4.242 1.615 5.637
F 5.010 0.856 -5.413
H -3.429 -2.506 -0.463
H 2.747 -2.584 -1.263
H -3.534 1.851 7.580
P 1.026 1.870 0.782
H 2.062 0.346 -0.253
C 2.373 4.032 -0.561
C -4.221 3.047 5.380
H -2.475 0.012 -2.690
C -1.514 3.112 -1.845
C 3.246 -0.462 -7.108
H -6.612 2.069 2.705
C -1.617 0.682 -2.679
H -1.456 -3.446 2.274
C 5.896 2.596 -1.110
Br 0.540 1.607 2.920
O -1.120 -1.698 -0.696
O -3.565 2.104 -2.570

The HOMO energy is -8.44 eV. For the HOMO-LUMO gap, the calculation gives 8.91 eV. As for the molar mass: 1115.0 g/mol. The largest force on an atom is 4.724 eV/A.

[2]
The following is a DFT calculation (ωB97M-V/def2-TZVPD) of a 6-piece molecular cluster, C28H53BrI2NO7P overall at a distorted geometry.

Atoms and positions in Å:
H 8.191 7.173 -0.337
H -1.114 -7.852 4.391
H -5.391 3.885 -2.674
C 4.127 3.401 -0.457
H -1.077 -2.559 2.386
C -3.271 -4.770 1.188
C 3.203 -4.588 0.581
H 9.557 8.336 -1.960
C -0.725 -7.032 4.999
H 4.800 4.704 1.168
H -2.771 1.262 -2.018
H 1.775 -3.577 3.388
C -3.189 -3.022 2.739
H 9.252 7.107 -3.192
C 1.959 -3.569 2.312
H -3.552 3.409 -1.365
H 7.251 9.141 -2.119
C -6.949 2.038 -2.198
H 2.013 -6.308 1.168
H -3.135 -5.771 1.612
C 2.474 4.868 -1.220
H -3.439 -2.032 2.340
C 4.387 4.767 0.161
C -4.983 -1.137 -2.390
H 0.229 -6.818 6.925
H 3.119 -3.811 -0.182
H -1.564 -6.411 5.308
H -6.971 2.550 -1.235
H -3.821 -4.864 0.250
H 2.274 -7.817 6.162
H 8.855 5.789 -1.226
H 1.704 -2.577 1.923
H -1.129 -4.723 0.746
I -0.438 2.553 -2.123
O -9.379 3.003 -2.793
H -0.350 -8.462 6.636
H 3.763 -4.696 2.664
H 0.125 -6.205 3.155
H 4.999 2.993 -0.969
O -5.552 0.810 -3.687
O 1.571 -6.937 4.433
I -5.055 -1.496 -5.326
C 1.872 -5.305 0.751
H -3.661 -0.050 -3.592
H -2.486 1.761 -3.663
C -4.780 3.069 -3.064
C 8.258 6.697 -1.321
O -4.038 -3.989 2.112
H 6.521 6.664 -3.737
C -1.757 -3.409 2.389
C -4.988 -1.645 -1.305
H 3.797 2.678 0.297
C 3.000 5.403 0.105
H -9.366 2.406 -2.033
H -8.355 0.796 -1.333
H -1.376 -4.146 3.099
C -3.396 3.273 -2.438
C -4.716 -0.300 -3.544
C -2.448 2.099 -2.629
C 0.094 -7.587 6.162
H 1.314 -5.392 -0.183
C 1.423 -7.894 5.484
H -8.096 0.500 -2.929
H -3.381 -3.020 3.813
C 7.533 8.363 -2.832
H 7.619 8.820 -3.817
C 8.805 7.661 -2.364
O 3.068 3.581 -1.403
P -7.860 3.204 -3.374
O 1.108 -4.533 1.684
H 3.011 6.491 0.145
H 2.385 5.038 0.931
C -1.939 -4.055 1.022
H 5.085 5.334 -0.458
H 2.774 5.511 -2.055
H 5.505 7.567 -2.597
C 6.522 7.225 -2.797
H 0.430 -5.233 4.602
C 0.329 -6.257 4.221
H -4.780 3.187 -4.146
H 1.420 -8.897 5.043
C 3.387 -3.953 1.956
O 6.937 6.348 -1.746
H -4.997 -2.071 -0.329
H -2.022 -3.281 0.254
H 1.391 4.757 -1.239
N -7.646 0.741 -2.053
H 4.066 -3.102 1.961
H 4.010 -5.261 0.296
H -2.961 4.202 -2.799
C -5.494 1.772 -2.641
Br -7.912 2.087 -5.319
H -4.982 1.395 -1.753

The HOMO energy is -8.67 eV. For the HOMO-LUMO gap, the calculation gives 9.04 eV. As for the molar mass: 880.4 g/mol. The largest force on an atom is 1.672 eV/A.

[3]
The following is a DFT calculation (ωB97M-V/def2-TZVPD) of a 2-piece molecular cluster, C28H53BrO9 overall at a distorted geometry.

Atoms and positions in Å:
H 4.245 1.838 -1.830
O -5.536 -2.633 1.990
H -5.744 0.537 -1.109
C -3.847 -0.536 -1.201
H 2.575 -5.908 2.017
H -0.545 6.263 -3.210
H 0.807 -5.865 2.066
H 5.100 -4.407 -1.063
H -3.654 -1.607 -1.381
C -0.749 5.888 -2.206
H 4.954 2.045 2.290
H 5.167 -0.682 2.672
Br 3.434 4.118 -0.086
C 4.020 1.966 1.709
O 3.303 0.433 3.337
H 2.280 -3.844 -1.835
C -0.731 1.490 -0.251
C 4.372 2.399 0.243
C -2.644 4.591 -3.075
H 0.206 5.551 -1.803
O 2.895 -5.288 -0.482
C -6.687 -2.363 1.190
H 6.396 -2.086 1.404
H -5.467 -3.419 -0.265
H -1.969 -0.786 -0.175
H 6.256 -1.140 -0.823
H -2.800 2.114 0.150
O -3.192 3.525 -3.156
H -2.444 1.666 -1.533
H 3.349 2.692 2.169
H -3.556 5.479 -4.770
H 5.450 2.562 0.156
H -3.986 6.238 -3.224
O 2.834 -1.603 4.166
H -2.297 7.304 -1.657
C 2.619 -0.760 3.432
H 5.375 -3.473 0.996
C 3.552 0.515 1.875
C 3.982 1.398 -0.857
H 1.689 -4.333 1.991
H -4.397 -1.711 3.415
H 5.550 0.077 1.130
C 5.566 -2.418 0.759
H -1.492 6.545 -0.297
H -0.877 1.456 1.904
H -0.137 1.035 -1.061
C -3.173 5.803 -3.804
H -3.727 -0.042 -2.177
H -5.291 -0.308 0.398
H -7.159 -1.178 -1.571
C 4.747 -0.458 1.678
H -5.998 -2.225 3.983
H -5.809 -0.766 2.927
O 1.652 -0.817 2.457
H -3.259 -0.023 0.800
H 1.130 -6.406 -0.197
H -0.462 -0.154 1.223
H -0.656 7.805 -1.224
H -6.941 -1.289 1.205
O 4.382 -1.648 1.003
H -7.182 -3.356 -0.637
H 0.962 -4.644 -0.268
H 6.785 -2.851 -1.054
O 4.798 -2.371 -1.530
H -2.422 6.564 -4.006
C -1.331 6.951 -1.296
H 2.895 1.246 -0.899
H 1.502 2.002 0.574
O -1.582 4.726 -2.255
H 4.447 -4.034 -2.663
H 1.294 1.841 2.304
C 2.143 0.087 1.432
C 5.962 -2.196 -0.731
C -5.312 -0.388 -0.696
C -6.186 -1.557 -1.232
C -2.256 1.401 -0.485
H 2.154 -0.519 0.516
C 4.411 -3.737 -1.604
C 1.598 -5.461 0.108
C -0.301 0.924 1.134
H -7.554 -2.922 1.580
C 3.011 -3.976 -1.017
H -5.685 -1.945 -2.134
C -2.770 -0.038 -0.186
C -6.337 -2.751 -0.265
H -0.430 2.552 -0.224
C 1.200 1.291 1.354
H 4.483 0.426 -0.785
H 2.803 -3.252 -0.212
C 1.695 -5.373 1.641
C -5.455 -1.791 3.125

The HOMO energy is -9.55 eV. For the HOMO-LUMO gap, the calculation gives 10.01 eV. As for the molar mass: 613.6 g/mol. The largest force on an atom is 5.094 eV/A.

> Number 3 is which compound?

C28H53BrO9